ORCA calculation (the ωB97M-V functional and the def2-TZVPD basis) on a structure of composition C55H46I2N3O6P2RbS2 at a distorted geometry.

The geometry in XYZ format:
```
117
Properties=species:S:1:pos:R:3:forces:R:3:lowdin_charge:R:1
Rb -0.56099 -0.08606 1.20715 -0.292 1.291 0.338 0.5775
O -2.66576 -2.16345 -1.47195 0.423 0.536 -0.105 -0.4875
S -1.64594 -1.05990 -1.50309 -0.544 -0.439 -0.506 0.8467
C -2.50483 0.37998 -2.20619 -0.030 -0.164 -0.037 -0.3848
C -3.79168 0.13415 -2.66399 -0.001 0.140 -0.061 -0.0991
C -4.53574 1.18287 -3.18106 -0.009 0.053 0.009 -0.0641
C -3.99740 2.46695 -3.22036 -0.032 -0.113 0.005 -0.0662
C -2.71860 2.69529 -2.74030 0.023 0.033 -0.014 -0.0731
C -1.94807 1.65593 -2.21733 0.049 -0.023 0.025 -0.3399
P -0.21849 1.90639 -1.60967 0.041 0.243 -0.323 1.1068
C 0.48243 2.68093 -3.13960 -0.116 -0.010 -0.051 -0.3394
C 0.42550 4.04242 -3.44457 0.049 0.002 -0.018 -0.0930
C 0.92210 4.52147 -4.65124 -0.024 -0.052 0.049 -0.0789
C 1.47194 3.64725 -5.58108 -0.027 -0.029 0.040 -0.0879
C 1.52033 2.28945 -5.29701 -0.018 0.027 0.047 -0.0741
C 1.03184 1.81473 -4.08582 0.041 0.042 -0.015 -0.0951
C -0.38756 3.36186 -0.50040 0.025 0.054 -0.091 -0.3716
C 0.74208 4.15104 -0.24865 -0.015 -0.051 -0.044 -0.1221
C 0.66829 5.24703 0.59055 -0.059 0.016 0.028 -0.0851
C -0.53478 5.57135 1.21213 0.035 -0.017 -0.003 -0.0981
C -1.64819 4.77661 1.00261 0.028 -0.144 -0.066 -0.1099
C -1.57424 3.67148 0.15400 -0.077 0.034 0.067 -0.1060
C -0.55279 -1.39379 -2.90706 -0.117 -0.046 -0.045 -0.3734
C -1.13212 -1.50540 -4.16877 0.117 0.018 0.080 -0.0567
C -0.33957 -1.83204 -5.25146 0.095 -0.032 -0.072 -0.0603
C 1.02238 -2.06380 -5.06669 -0.068 0.006 -0.041 -0.0629
C 1.58343 -1.97356 -3.80444 0.039 0.056 -0.040 -0.0816
C 0.80629 -1.63522 -2.69472 -0.181 0.087 0.041 -0.3863
P 1.50405 -1.53484 -0.98641 0.265 -0.400 -0.146 1.0804
C 1.60527 -3.33076 -0.60335 0.092 0.062 -0.009 -0.3448
C 1.02936 -4.33831 -1.37042 -0.084 -0.058 0.009 -0.0657
C 1.09395 -5.66630 -0.95605 0.008 0.063 0.026 -0.0770
C 1.74857 -6.00290 0.21926 0.013 0.045 -0.036 -0.0836
C 2.33586 -5.00403 0.98844 -0.064 0.009 -0.038 -0.0715
C 2.24854 -3.68292 0.58399 -0.012 -0.060 -0.028 -0.1154
C 3.25671 -1.12331 -1.40163 -0.041 -0.057 -0.068 -0.3615
C 4.33050 -2.00407 -1.28698 0.069 -0.003 -0.001 -0.0787
C 5.61839 -1.59667 -1.62534 -0.082 0.019 -0.006 -0.0806
C 5.84676 -0.31207 -2.10234 -0.039 -0.022 0.031 -0.0903
C 4.78154 0.57309 -2.22408 -0.010 -0.045 0.039 -0.0758
C 3.50373 0.17206 -1.86183 -0.009 0.032 0.013 -0.1135
H -4.18585 -0.87447 -2.59569 0.040 0.052 -0.020 0.1081
H -5.53743 1.00054 -3.55304 0.026 0.016 0.009 0.1083
H -4.57588 3.28888 -3.62540 0.010 -0.032 0.015 0.1056
H -2.30587 3.69934 -2.77191 -0.019 -0.091 0.009 0.1099
H -0.00501 4.74208 -2.73891 0.024 -0.015 0.030 0.1007
H 0.87445 5.58319 -4.86568 0.000 -0.051 0.014 0.1030
H 1.85714 4.02324 -6.52176 -0.012 -0.015 0.045 0.1014
H 1.94404 1.59323 -6.01211 -0.024 0.035 0.031 0.1042
H 1.08052 0.75418 -3.87905 0.008 -0.092 0.032 0.0760
H 1.68925 3.90115 -0.70922 -0.020 -0.014 -0.023 0.1095
H 1.55374 5.84609 0.76932 -0.044 -0.025 -0.008 0.1082
H -0.59406 6.43213 1.86737 0.002 -0.012 -0.011 0.1038
H -2.57995 5.00188 1.50701 -0.006 0.003 0.011 0.0902
H -2.44146 3.03337 0.01631 0.096 0.045 0.021 0.0672
H -2.19406 -1.33178 -4.29748 0.051 -0.007 0.031 0.1134
H -0.77887 -1.90562 -6.23896 0.032 -0.009 0.026 0.1080
H 1.64679 -2.32343 -5.91311 -0.018 0.005 0.014 0.1075
H 2.64311 -2.16126 -3.67302 -0.040 -0.002 0.003 0.1137
H 0.50586 -4.09976 -2.28875 0.024 -0.017 0.032 0.1018
H 0.62499 -6.43640 -1.55666 0.012 0.024 0.010 0.1016
H 1.79632 -7.03680 0.53928 -0.002 0.027 -0.008 0.1007
H 2.83506 -5.24936 1.91893 -0.009 0.016 -0.035 0.1085
H 2.68535 -2.91094 1.19888 0.024 0.045 0.070 0.0892
H 4.16817 -3.01572 -0.93381 0.007 0.055 -0.039 0.0986
H 6.44201 -2.29452 -1.52641 -0.030 0.025 -0.007 0.1019
H 6.84867 -0.00146 -2.37482 -0.034 -0.012 0.006 0.0997
H 4.94450 1.58306 -2.58237 -0.008 -0.044 0.008 0.1094
H 2.68576 0.88050 -1.92634 -0.017 0.001 -0.002 0.0820
O 0.98381 -3.42943 4.03670 0.003 -0.061 -0.192 -0.0169
C 0.72209 -2.11517 3.44102 0.012 0.132 0.042 -0.6434
O 0.03645 -2.20274 2.32101 0.485 -0.867 0.806 -0.3256
C 2.12169 -1.48412 3.17725 -0.075 0.202 -0.115 -0.1935
C 3.31531 -2.00587 3.68076 -0.011 -0.060 0.018 0.0006
C 4.51313 -1.42755 3.31107 0.033 -0.032 -0.034 -0.0353
C 4.50029 -0.33260 2.45410 0.194 -0.066 0.102 -0.0082
C 3.27461 0.13899 2.02805 -0.249 0.166 -0.294 -0.2046
N 2.11464 -0.42145 2.37116 0.275 -0.123 0.246 0.1283
C 3.11425 1.32314 1.09301 0.011 -0.158 0.193 -0.4865
O 4.21056 2.04307 0.78341 0.026 -0.096 0.046 0.1258
O 2.05030 1.64809 0.64781 -0.013 0.027 -0.046 -0.0080
H 0.61833 -3.99117 3.33802 -0.006 -0.043 0.079 0.0889
H 3.26854 -2.87134 4.32762 0.006 0.033 -0.007 0.1209
H 5.45538 -1.82546 3.66783 -0.026 0.000 0.004 0.1115
H 5.44095 0.10598 2.14190 -0.009 -0.015 -0.001 0.1096
H 4.99950 1.64239 1.16671 -0.006 0.029 -0.001 0.0914
I -2.78437 2.26571 3.66147 -0.158 -0.048 -0.120 0.8494
C -1.10184 3.19865 4.53247 -0.037 0.008 0.072 -1.1389
I 0.71138 2.58822 3.64685 0.083 0.009 -0.098 0.9043
H -1.07836 2.92113 5.57774 -0.001 0.034 0.046 -0.0475
H -1.20052 4.26536 4.38938 -0.008 0.061 0.058 -0.0464
S -1.62877 -0.39126 6.27903 -0.224 0.061 0.137 1.0046
C 0.02379 -0.16538 6.62983 0.009 0.031 0.031 -0.4159
C 0.80259 -0.70236 5.65694 0.056 -0.075 -0.159 -0.1516
C 0.05952 -1.31603 4.59607 0.137 0.002 -0.047 -0.1630
C -1.28913 -1.21267 4.80598 -0.085 -0.134 -0.200 -0.4286
C -2.42304 -1.80614 4.03787 0.179 0.203 -0.118 -0.2943
C -3.22231 -2.77558 4.63330 -0.001 -0.071 0.068 -0.0179
C -4.24844 -3.34851 3.90010 -0.003 -0.031 0.068 -0.0630
C -4.43075 -2.95314 2.58762 -0.007 -0.068 -0.091 -0.0577
C -3.58937 -1.97827 2.07317 0.160 0.200 0.159 -0.1322
N -2.63226 -1.38364 2.78631 -0.249 -0.194 0.036 0.0541
H 0.33239 0.36253 7.52059 -0.016 -0.043 -0.066 0.0666
H 1.88464 -0.66584 5.68886 -0.068 -0.011 -0.021 0.1123
H -3.01212 -3.08693 5.64789 -0.021 -0.006 -0.006 0.1128
H -4.87892 -4.11134 4.34101 0.016 0.024 0.006 0.1059
H -5.19475 -3.39845 1.96249 0.028 0.005 0.019 0.1041
H -3.67817 -1.65769 1.03925 -0.010 0.019 0.053 0.0836
C -5.83320 0.11305 0.29710 -0.020 0.026 -0.030 0.0117
C -4.80091 1.21228 0.36904 0.193 0.114 -0.022 -0.5777
N -5.27582 2.48528 0.31839 -0.040 -0.136 0.037 0.1843
O -3.60493 0.98722 0.48101 -0.171 -0.093 0.025 -0.0454
H -6.81321 0.47307 -0.02029 0.058 -0.019 0.032 0.0793
H -5.92159 -0.34813 1.28259 0.010 0.025 -0.027 0.0864
H -5.48371 -0.65098 -0.39730 0.017 0.030 0.044 0.0816
H -6.25360 2.67971 0.21444 -0.008 0.013 -0.011 0.1005
H -4.62446 3.25110 0.35650 -0.005 -0.016 0.029 0.0960
```
Forces are in eV/Å.

## Properties
Total charge: 0
HOMO energy in eV: -7.1442
Frontier orbital gap in eV: 7.3
Energy above the lowest of the compared OMol25 structures with the same formula, charge and spin in kcal per mole: 0.0

=====

ORCA calculation (the ωB97M-V functional and the def2-TZVPD basis) on a structure of composition C55H46N10O4Pt at a distorted geometry.

The geometry in XYZ format:
```
116
Properties=species:S:1:pos:R:3:forces:R:3:lowdin_charge:R:1
Pt -0.22896 0.65609 -0.45326 0.379 0.092 -0.468 1.1765
C -6.62550 -6.68744 -0.85633 -1.303 -0.218 0.754 -0.0446
O -6.92808 -5.29516 -0.56162 1.195 0.460 -0.338 -0.0774
C -5.95592 -4.31709 -0.70042 -1.660 -0.877 0.478 -0.2392
C -6.27036 -3.06621 -0.13685 0.075 -0.320 -0.147 0.0386
C -5.35303 -2.04604 -0.26523 -0.749 -0.494 0.349 -0.0090
C -4.12495 -2.18654 -0.92095 -0.405 0.265 -0.790 -0.1639
C -3.85589 -3.43424 -1.51881 -0.266 -0.254 1.404 -0.0072
C -4.74997 -4.48891 -1.35032 0.687 -0.130 -0.983 0.0122
C -3.23104 -1.05329 -1.05308 2.180 1.253 0.828 -0.0070
C -2.22040 -1.01496 -2.01588 -0.576 -0.834 -0.386 -0.2112
C -2.38734 -1.74236 -3.24898 1.758 -0.052 -1.486 -0.0067
C -1.21526 -1.61879 -3.95716 -0.682 -0.198 1.081 0.0191
C -0.26682 -0.86745 -3.09221 -0.824 -0.643 -1.436 -0.1616
N -0.95863 -0.43667 -1.99520 -0.048 0.198 -0.309 -0.0547
C 1.10084 -0.58752 -3.47653 -1.947 -0.794 0.757 -0.0125
C 1.58194 0.64029 -2.90986 0.891 1.264 1.720 -0.1596
C 2.46781 1.54517 -3.55623 0.258 1.198 1.509 0.0030
C 2.93365 2.42894 -2.59698 -0.093 -0.419 -1.194 0.0340
C 2.31365 2.06817 -1.35782 -0.578 -1.026 -1.305 -0.1425
C 2.74858 2.47624 -0.04373 -2.065 -0.803 3.018 0.0031
C 4.18771 2.58662 0.30834 -1.515 -1.502 0.533 -0.1672
C 5.03566 3.32605 -0.47075 1.140 1.140 -0.744 -0.0276
C 6.39101 3.37975 -0.19350 0.924 -0.381 -0.313 0.0428
C 6.98405 2.45571 0.70533 -0.931 0.360 0.057 -0.2348
O 8.32177 2.40008 0.72815 -0.530 -0.598 -0.008 -0.0374
C 8.96816 1.24509 1.32327 -1.296 0.024 0.610 -0.0074
C 6.10867 1.70412 1.54885 0.741 1.233 -0.684 0.0071
C 4.76068 1.79456 1.37107 -1.396 -0.155 -0.296 0.0054
C 1.75359 2.42196 1.02777 1.524 -0.165 -1.110 -0.1994
N 0.52747 1.77835 1.02643 -0.065 0.599 1.282 -0.0599
C 0.01056 1.90178 2.32572 -0.578 0.073 -0.401 -0.1907
C -1.21278 1.34365 2.84082 1.196 0.034 -1.096 -0.0117
C -1.39856 1.04613 4.25884 1.785 0.443 -1.905 -0.1906
C -0.28686 1.03492 5.12383 0.343 -0.249 0.721 -0.0306
C -0.47451 0.94306 6.48757 0.543 0.643 0.693 0.0275
C -1.77471 0.82798 7.02934 0.101 -0.331 -0.020 -0.2518
O -1.85754 0.84908 8.37121 -0.449 -0.112 -0.531 -0.0588
C -3.07875 0.49304 9.05627 -0.403 -0.125 0.014 -0.0357
C -2.83450 0.61621 6.12801 0.121 0.122 1.078 0.0129
C -2.60592 0.70400 4.78966 -2.211 -0.348 -0.638 -0.0457
C -2.22557 1.01011 1.82318 0.629 -1.397 -1.632 -0.1395
C -3.63361 1.18705 1.88496 -0.738 0.568 -0.026 0.0055
C -4.18442 0.57904 0.76623 0.660 0.926 1.673 0.0180
C -3.12194 -0.03319 0.04794 1.505 -0.205 0.139 -0.1144
N -1.88296 0.33044 0.61396 -3.003 0.419 1.389 -0.0587
C 0.85931 2.77962 3.07976 1.725 0.865 -0.511 -0.0050
C 1.97466 3.06504 2.29638 -2.159 -0.987 0.975 0.0212
N 1.36841 1.05808 -1.59674 1.618 0.809 -0.813 -0.0370
C 1.89031 -1.42393 -4.35769 -0.943 -0.206 0.878 -0.1285
C 1.37324 -2.65157 -4.87314 -0.551 1.195 1.179 -0.0119
C 2.01414 -3.27357 -5.88482 -0.065 -2.024 -0.793 0.0098
C 3.37142 -3.04751 -6.13473 0.292 0.701 -0.845 -0.2607
O 4.13706 -3.82141 -6.95823 -0.214 -0.475 0.941 -0.0833
C 4.41274 -5.19696 -6.47701 -0.892 0.664 0.605 -0.0075
C 3.92775 -1.87888 -5.59309 0.439 -0.576 0.239 0.0339
C 3.21008 -1.11839 -4.70932 0.670 1.113 0.236 -0.0107
H -7.59958 -7.25984 -0.73168 1.155 0.989 -0.337 0.1200
H -5.95585 -7.08585 -0.09660 0.259 0.105 -0.025 0.0923
H -6.22277 -6.86033 -1.84899 -0.051 0.211 -0.160 0.0814
H -7.23440 -2.94533 0.37072 0.491 0.041 -0.242 0.1386
H -5.61598 -1.10713 0.15419 -0.211 0.333 0.173 0.0760
H -2.87148 -3.60970 -1.91255 0.016 -0.233 -0.256 0.1149
H -4.52557 -5.43886 -1.82281 0.085 0.031 0.217 0.1161
H -3.24829 -2.30068 -3.59234 -0.037 0.496 0.113 0.1249
H -1.03345 -2.01397 -4.96053 -0.082 0.465 0.581 0.1181
H 2.64818 1.53378 -4.59337 0.356 0.081 -0.869 0.1154
H 3.61435 3.26606 -2.74905 -0.330 -0.528 -0.045 0.1128
H 4.60450 3.89730 -1.29904 0.522 0.099 0.612 0.1121
H 7.09022 4.05186 -0.70675 -0.493 -0.348 -0.040 0.1371
H 9.92381 1.61246 1.59261 0.814 0.178 0.630 0.0886
H 9.10880 0.41769 0.64367 -0.241 0.035 -0.698 0.0976
H 8.37367 0.84670 2.17391 0.792 0.499 -0.362 0.0891
H 6.51342 1.23514 2.41097 0.086 -0.801 0.337 0.1006
H 4.11196 1.14896 1.99251 0.292 0.658 -0.387 0.1364
H 0.71480 0.98434 4.70189 -0.205 0.315 0.243 0.1183
H 0.35574 1.06888 7.22174 -0.632 -0.408 -0.828 0.1456
H -2.91568 0.86022 10.06992 -0.084 -0.180 -0.110 0.0969
H -3.22534 -0.61518 9.08155 0.196 0.866 -0.189 0.1119
H -3.99640 0.99374 8.66300 0.856 -0.315 0.027 0.1015
H -3.84177 0.47211 6.46141 -0.270 -0.258 0.278 0.1115
H -3.43806 0.49374 4.10328 0.331 0.281 0.564 0.1102
H -4.10904 1.81117 2.67884 0.237 -0.797 -1.054 0.1441
H -5.20952 0.62152 0.49848 -0.484 -0.014 -0.189 0.1103
H 0.60065 3.27168 4.02211 0.169 -0.523 -0.366 0.1316
H 2.80497 3.66979 2.56333 0.437 0.462 -0.002 0.1147
H 0.49879 -3.09188 -4.38911 0.200 0.232 -0.703 0.1163
H 1.44798 -4.02729 -6.44201 0.609 -0.233 0.374 0.1404
H 5.02474 -5.64197 -7.24415 0.145 -0.081 -0.102 0.0876
H 3.46233 -5.75712 -6.36067 0.522 0.314 -0.177 0.0927
H 4.93207 -5.18781 -5.48700 -0.278 0.220 -0.862 0.1066
H 4.95603 -1.63718 -5.82142 0.045 -0.025 0.008 0.1324
H 3.69662 -0.26283 -4.21783 -0.192 -0.520 -0.532 0.1159
N -2.44462 5.67177 -0.07631 -0.490 0.094 1.159 0.1038
C -2.25587 5.18065 -1.33231 1.496 -0.652 -0.005 -0.4168
C -1.00905 5.42343 -1.95525 -0.234 -0.036 -0.542 -0.0423
C -0.78420 4.85170 -3.19546 -0.819 0.083 -0.058 -0.0888
C -1.81521 4.08298 -3.77680 0.207 0.349 0.458 -0.0835
C -3.02255 3.96341 -3.07561 -0.052 -0.968 -2.012 -0.1794
N -3.20808 4.41894 -1.87234 -0.253 1.352 1.581 0.0898
H -1.61560 5.79526 0.53087 -1.289 -0.088 -0.650 0.1095
H -3.36842 5.44910 0.31866 1.057 0.228 0.014 0.1050
H -0.28040 6.10808 -1.52349 -0.236 -0.165 0.052 0.1066
H 0.11176 5.12060 -3.76054 -0.171 -0.394 0.210 0.1064
H -1.65116 3.64135 -4.74309 -0.270 -0.055 -0.242 0.0855
H -3.94108 3.49464 -3.50864 1.126 0.110 0.104 0.1179
N -1.02731 -2.18757 3.15603 0.652 -0.040 -0.965 0.1940
C 0.29411 -2.24095 3.41155 1.556 0.318 -1.779 -0.4976
N 0.73810 -2.28497 4.67423 0.395 -0.556 1.128 0.1691
N 1.24543 -2.16347 2.45193 -1.682 0.348 0.254 0.0992
C 0.90770 -1.83644 1.18726 0.904 0.429 -0.683 -0.3451
N 0.87407 -1.46841 0.06400 0.217 -2.072 2.436 0.0714
H -1.69808 -2.42984 3.85186 -0.385 -0.084 0.186 0.1110
H -1.23500 -2.28109 2.16135 -0.415 -0.004 0.630 0.1100
H 0.21432 -2.72784 5.42105 -0.223 0.267 -0.380 0.1211
H 1.74055 -2.38386 4.81640 -0.356 0.124 -0.449 0.1259
```
Forces are in eV/Å.

## Properties
Total charge: +2
HOMO energy (alpha / beta) in eV: -10.6672 / -11.3728
⟨S²⟩: 6.2151
Frontier orbital gap (alpha / beta) in eV: 4.9 / 3.3
Spin multiplicity: 5
Energy above the lowest of the compared OMol25 structures with the same formula, charge and spin in kcal per mole: 2.6